No. 1
The following is a DFT calculation (ωB97M-V/def2-TZVPD) of a molecular structure, C27H48CoN6SSi in a non-equilibrium geometry.

XYZ file:
```
84
Properties=species:S:1:pos:R:3:forces:R:3
Co -0.61546 0.20784 -0.39621 -0.72 0.89 -0.15
C -2.32986 -1.14571 2.30977 -0.05 0.01 0.00
C -2.12024 0.30010 2.75208 -0.04 -0.03 0.06
N -1.64480 1.16762 1.66649 0.28 -0.04 0.08
C -2.55193 2.23158 1.26062 -0.08 -0.03 -0.01
C -2.13072 2.80810 -0.07556 -0.11 0.15 -0.02
N -2.01108 1.76244 -1.09404 0.09 -0.24 0.13
C -1.88478 2.38259 -2.42337 0.06 0.17 0.02
C -2.24734 1.47030 -3.57869 -0.02 -0.01 -0.13
C -1.24380 0.36292 -3.84082 0.01 0.10 -0.13
N -1.18206 -0.57803 -2.74411 0.16 -0.31 0.24
C -2.28681 -1.52398 -2.63189 -0.09 -0.02 -0.10
C -3.12498 -1.28474 -1.38645 0.02 -0.06 -0.06
N -2.26742 -1.15936 -0.20123 0.06 -0.18 0.09
C -3.10405 -1.25527 1.00376 -0.06 -0.08 0.03
H -2.88632 -1.66234 3.09620 -0.01 0.00 -0.01
H -1.37832 -1.67118 2.21371 0.04 0.04 -0.03
H -1.41088 0.33162 3.58386 -0.03 -0.04 -0.03
H -3.06601 0.69587 3.14104 0.01 -0.02 -0.01
H -0.77564 1.59136 1.95287 -0.04 0.05 0.02
H -2.62284 3.03741 2.00636 -0.01 -0.02 -0.06
H -3.55760 1.80847 1.16725 0.03 -0.01 -0.02
H -1.17120 3.31576 -0.01019 0.03 -0.02 0.01
H -2.86560 3.56828 -0.38234 0.02 -0.06 0.04
H -2.86943 1.22043 -1.06778 -0.06 0.06 -0.12
H -0.85549 2.74086 -2.52039 -0.01 -0.05 -0.02
H -2.54313 3.26289 -2.46642 0.06 -0.03 0.01
H -2.32497 2.08760 -4.47786 0.01 0.01 0.02
H -3.24932 1.05317 -3.42229 0.00 -0.03 0.02
H -0.25153 0.80729 -3.94017 -0.01 0.02 -0.04
H -1.47798 -0.12922 -4.79777 -0.04 0.00 0.04
H -0.32192 -1.11345 -2.76230 -0.02 -0.04 0.03
H -1.86971 -2.52938 -2.56088 -0.05 0.03 -0.02
H -2.93183 -1.50440 -3.51950 0.01 0.06 0.04
H -3.83407 -2.11631 -1.26274 0.05 0.03 -0.01
H -3.73988 -0.38309 -1.48056 -0.01 0.02 -0.02
H -1.62577 -1.96433 -0.22479 -0.09 -0.03 -0.02
H -3.65636 -2.20472 0.97251 0.03 0.05 0.05
H -3.86182 -0.46453 0.95191 0.00 0.00 -0.01
C 3.26642 -5.40177 2.26008 -0.09 0.03 -0.11
Si 2.20997 -4.77740 0.82205 -0.11 0.02 -0.07
C 3.26100 -4.90891 -0.73010 -0.06 0.05 0.19
C 0.68140 -5.87246 0.73781 0.21 0.04 0.08
C 1.73961 -2.98474 1.24222 0.16 -0.15 0.14
C 2.19811 -2.40316 2.40401 0.02 -0.01 0.02
C 1.87600 -1.08000 2.70888 -0.11 0.07 -0.09
C 1.06857 -0.40535 1.82809 0.22 0.02 0.31
N 0.56002 -0.92957 0.70667 0.35 -0.77 -0.21
C 0.92049 -2.20522 0.37859 -0.10 0.10 -0.10
S 0.38153 -2.89798 -1.09599 -0.09 0.01 -0.10
H 3.56908 -6.43236 2.06766 -0.01 -0.05 -0.04
H 2.72183 -5.39883 3.20497 -0.04 0.02 0.06
H 4.17934 -4.81970 2.39084 0.04 0.06 0.00
H 3.69431 -5.90797 -0.80473 0.01 -0.06 0.01
H 4.08207 -4.19020 -0.69827 0.02 0.02 0.01
H 2.67384 -4.70853 -1.62132 -0.05 0.01 -0.06
H 0.97839 -6.91653 0.62072 0.02 -0.05 0.00
H 0.04391 -5.59212 -0.09541 -0.03 0.02 -0.05
H 0.10172 -5.79488 1.65970 -0.01 0.01 0.04
H 2.82639 -2.96590 3.08403 0.01 -0.01 0.00
H 2.24851 -0.58502 3.59433 0.00 0.01 0.01
H 0.82776 0.62500 2.02521 -0.03 0.09 -0.04
C 1.51440 4.84638 2.45914 -0.02 -0.01 0.02
N 1.67140 4.37631 1.10069 -0.04 -0.07 -0.01
C 0.88766 5.18513 0.18870 -0.02 0.01 0.01
C 1.34993 2.95527 1.00505 -0.06 0.06 0.00
C 1.71955 2.30432 -0.31877 -0.16 0.02 -0.01
C 2.89861 2.79902 -0.88351 0.05 0.02 -0.01
C 3.44032 2.26529 -2.03445 0.03 0.03 0.01
C 2.80111 1.18100 -2.60684 0.02 -0.02 -0.06
C 1.63694 0.69333 -2.03758 -0.12 -0.15 0.05
C 0.99854 1.22947 -0.89975 0.53 0.37 0.11
H 1.78999 5.89920 2.52539 0.01 0.01 -0.01
H 2.16019 4.27956 3.13055 0.01 0.00 0.00
H 0.47257 4.74785 2.81936 0.00 0.00 0.01
H 1.26865 6.20726 0.18041 0.00 0.00 0.00
H -0.17808 5.22879 0.47825 0.00 0.00 0.00
H 0.95646 4.78355 -0.82129 0.01 -0.01 -0.02
H 0.28164 2.80250 1.21866 0.03 0.01 0.01
H 1.90524 2.46327 1.81115 0.01 -0.01 -0.01
H 3.39423 3.62331 -0.38796 0.02 0.03 0.02
H 4.35567 2.66550 -2.45160 0.00 0.01 -0.01
H 3.21401 0.69737 -3.48445 0.00 -0.02 -0.01
H 1.24364 -0.20458 -2.49125 -0.07 -0.06 0.00
```
Positions in Å, forces in eV/Å.

Summary:
ΔE to the lowest compared entry with this formula, charge and spin in kcal/mol: 0.0
HOMO level (alpha / beta) in Eh: -0.258 / -0.258
2S+1: 2
<S²>: 0.765
Calculated total energy in Eh: -3456.62509
Kohn-Sham gap (alpha / beta) in eV: 7.4 / 7.4

=====

No. 2
The following is a DFT calculation (ωB97M-V/def2-TZVPD) of a single C3H7N2P molecule in a non-equilibrium geometry.

XYZ file:
```
13
Properties=species:S:1:pos:R:3:forces:R:3
H -2.15172 -0.06473 0.78612 -0.44 0.03 -0.07
N -1.85704 -0.46092 1.68076 -0.43 -0.10 -0.42
C -0.68818 -0.04430 1.91124 -1.23 -2.07 3.51
C 0.03376 0.80121 1.02170 4.04 1.28 -1.95
C 0.58141 -0.14370 -0.13131 -1.60 0.81 0.19
N 0.77260 0.25551 -1.30725 -0.43 1.36 2.81
P 1.40378 -0.31440 -2.67478 0.81 -1.03 -1.83
H -0.29305 -0.51139 2.88794 0.15 1.14 -1.49
H 0.96261 1.31274 1.46751 -1.36 -0.74 -0.36
H -0.54987 1.59286 0.55091 -0.17 -0.13 0.10
H 0.45795 -1.18682 0.17303 0.70 -0.38 -0.26
H 0.54726 0.35373 -3.57579 -0.03 -0.13 -0.04
H 0.78048 -1.58979 -2.79007 0.00 -0.05 -0.18
```
Positions in Å, forces in eV/Å.

Summary:
ΔE to the lowest compared entry with this formula, charge and spin in kcal/mol: 0.0
HOMO level in Eh: -0.341
Calculated total energy in Eh: -569.29147
Kohn-Sham gap in eV: 10.1

=====

No. 3
The following is a DFT calculation (ωB97M-V/def2-TZVPD) of a molecular structure, C29H58AsF12N9OP in a non-equilibrium geometry.

XYZ file:
```
111
Properties=species:S:1:pos:R:3:forces:R:3
As 9.21062 17.24358 21.60212 -0.53 -2.19 -0.30
F 8.88554 15.53779 21.19105 0.35 1.10 0.02
F 8.70037 17.87137 19.98516 0.28 -0.77 1.24
F 9.54088 18.89342 22.00957 0.04 -0.41 0.45
F 9.72661 16.64116 23.30554 -0.49 1.20 -2.39
F 10.83372 16.98811 20.89324 -0.90 0.49 0.99
F 7.50309 17.26201 22.11583 1.34 0.65 -0.02
C 6.46921 24.55241 20.34934 0.31 0.29 -0.15
N 6.92242 24.94339 18.98544 -0.65 1.53 -3.35
C 5.63712 24.86568 18.01731 1.06 0.40 1.01
C 7.43666 26.41314 18.91930 -0.06 -1.18 0.09
C 7.97788 23.96974 18.32930 -0.61 0.64 2.02
C 9.36056 24.15420 18.90797 2.96 -0.29 -0.90
O 10.25431 24.98821 18.11455 -1.75 1.41 -0.51
H 7.30676 24.56454 21.04681 0.11 -0.54 -0.23
H 5.95953 23.59659 20.22796 0.24 -0.03 0.47
H 5.78727 25.29441 20.76466 -0.19 0.05 -0.47
H 4.85366 25.53168 18.37888 0.12 -0.23 0.59
H 5.30847 23.82646 18.00751 0.09 0.17 -0.14
H 5.85709 25.26935 17.02899 0.58 -0.44 0.05
H 8.06048 26.61614 18.04881 -0.38 -0.56 -0.37
H 8.14471 26.54406 19.73760 -0.61 0.29 0.36
H 6.53907 27.03032 18.88037 0.40 0.23 0.55
H 7.97511 24.05248 17.24245 -0.25 0.13 0.18
H 7.56899 23.03307 18.70817 0.37 -0.40 -0.60
H 9.96439 23.25884 18.76029 -1.14 -1.05 0.88
H 9.41882 24.46654 19.95063 -0.45 -0.11 0.11
H 11.17830 24.92086 18.36618 -0.15 -0.32 0.36
C 5.55389 12.48261 26.37304 -0.17 -1.05 0.12
C 6.36549 12.21609 27.64902 1.07 1.36 -0.66
N 7.44839 11.20866 27.51083 -2.78 -2.61 2.68
C 8.29253 11.09551 26.47283 2.34 -2.14 1.60
C 9.14790 10.01623 26.83310 -1.38 1.02 -0.52
N 8.66597 9.42630 27.99734 -2.10 1.50 -0.29
C 7.55481 10.13385 28.42123 2.77 1.12 -3.20
C 9.09161 8.12209 28.51755 0.50 -0.46 -0.04
H 5.20986 13.51567 26.32281 -0.17 -0.22 0.25
H 4.73985 11.75774 26.37247 -0.39 0.38 -0.13
H 6.06691 12.28566 25.43171 0.44 0.12 0.20
H 5.73970 12.00365 28.51582 0.17 -0.27 -0.17
H 6.94282 13.11437 27.86784 -0.26 0.22 0.28
H 8.28219 11.78654 25.64292 0.24 -0.12 0.13
H 10.02333 9.65772 26.31205 -0.18 -0.16 0.13
H 6.96240 9.86987 29.28481 -0.07 0.39 -0.16
H 8.59293 7.78136 29.42492 -0.15 0.81 0.11
H 10.16387 8.17407 28.70638 -0.10 -0.15 -0.04
H 8.86227 7.33019 27.80453 0.21 0.27 -0.30
C 16.54884 22.83295 25.94853 0.07 0.22 -0.63
C 15.67122 21.57508 26.27525 0.53 0.88 -1.37
N 16.29951 20.32508 25.74641 0.51 -1.00 -1.52
C 17.28318 19.54310 26.45070 -4.17 2.85 -1.53
C 17.48499 18.57274 25.56058 5.00 -2.79 3.09
N 16.94716 18.70537 24.37897 -1.51 1.75 -1.96
C 16.14715 19.79226 24.46211 0.54 1.23 2.41
C 17.40437 17.95980 23.17100 -1.32 -0.06 -0.39
H 16.40604 23.69722 26.59718 -0.33 -0.38 0.35
H 16.37585 23.23780 24.95139 -0.59 -0.27 -0.17
H 17.62896 22.70182 25.88333 0.04 -0.72 0.62
H 14.72376 21.62387 25.73857 -0.03 0.27 0.16
H 15.42341 21.54680 27.33633 0.38 -0.66 -0.07
H 17.40111 19.95334 27.44277 0.86 -1.06 0.14
H 18.26568 17.84342 25.71874 -0.24 -0.38 -0.15
H 15.57491 20.25578 23.67212 -0.04 -0.20 0.10
H 16.54142 17.43534 22.76067 0.06 -0.35 0.28
H 18.19606 17.25308 23.41975 -0.16 0.31 0.17
H 17.68522 18.61677 22.34783 0.40 0.34 0.53
C 14.68904 19.55070 12.06969 0.20 0.18 -0.73
C 14.31623 19.18169 13.50343 0.60 1.78 -0.14
N 13.74879 17.86428 13.64898 -1.66 -5.00 0.69
C 14.23847 16.66614 13.00188 0.75 0.72 0.21
C 13.69121 15.52069 13.54255 -0.78 2.18 -1.15
N 12.71024 15.96962 14.35678 -0.69 2.90 3.29
C 12.81778 17.39132 14.53818 0.62 -2.69 -2.01
C 11.85212 15.08679 15.22740 0.19 -0.43 -0.25
H 15.08314 20.55986 11.94979 0.21 0.09 0.82
H 13.82297 19.63621 11.41342 -0.27 -0.62 0.16
H 15.44326 18.92989 11.58610 -0.14 -0.28 0.20
H 13.66591 19.99136 13.83452 -0.77 -0.59 0.13
H 15.12317 19.25982 14.23203 0.48 -0.21 -0.39
H 14.96000 16.74325 12.20196 -0.02 0.07 0.22
H 13.69021 14.46502 13.31458 0.56 0.21 -0.30
H 12.20742 17.95819 15.22557 0.05 -0.03 -0.15
H 11.34193 14.30039 14.67118 -0.55 0.86 -0.87
H 11.16274 15.67480 15.83330 0.12 -0.04 -0.30
H 12.39349 14.38022 15.85652 0.93 0.90 0.44
C -2.59857 18.79202 15.04356 0.95 0.09 -0.42
C -1.20422 19.49483 15.20234 -1.19 0.58 -1.83
N -0.32064 18.67513 15.92994 1.78 -3.68 2.49
C -0.29454 18.61631 17.32609 2.36 -1.17 -0.78
C 0.77024 17.76907 17.65834 -1.58 0.27 -0.95
N 1.21697 17.15547 16.47997 -1.45 0.41 0.65
C 0.50888 17.65749 15.43818 -0.03 1.67 2.04
C 2.20930 16.01344 16.47433 -0.85 1.00 -0.99
H -2.38334 17.77792 14.70684 -0.23 -0.08 -0.03
H -3.28095 19.24091 14.32179 0.35 0.26 -0.02
H -3.14157 18.72853 15.98655 0.26 0.11 0.14
H -1.28012 20.51052 15.59057 0.04 -0.28 0.67
H -0.54886 19.65507 14.34623 -1.18 0.09 -1.13
H -1.04853 19.10659 17.92402 0.42 0.30 -0.01
H 1.19695 17.50851 18.61565 -0.17 -0.03 -0.14
H 0.65158 17.34115 14.41545 -0.13 0.33 -0.04
H 2.49073 15.76204 17.49693 0.28 0.51 -0.24
H 2.96789 16.39972 15.79358 0.60 -0.59 0.54
H 1.75872 15.11847 16.04524 -0.18 0.21 -0.07
P 7.04211 19.52214 11.49276 0.00 0.11 -1.10
F 5.64322 18.73114 11.26598 -0.43 0.32 1.20
F 7.00144 19.80740 9.94215 0.46 -0.25 -1.53
F 6.31585 21.01231 11.66659 0.29 -0.99 0.66
F 8.52801 20.16325 11.50240 0.11 0.73 0.95
F 7.01323 19.33623 13.09002 -0.15 0.09 0.20
F 7.80245 18.07559 11.35236 -0.23 -0.04 -0.09
```
Positions in Å, forces in eV/Å.

Summary:
HOMO level in Eh: -0.491
Calculated total energy in Eh: -5482.64822
Charge: +3
Kohn-Sham gap in eV: 8.3

=====

No. 4
The following is a DFT calculation (ωB97M-V/def2-TZVPD) of a molecular structure, C4H6N4 in a non-equilibrium geometry.

XYZ file:
```
14
Properties=species:S:1:pos:R:3:forces:R:3
C -0.68056 1.05773 0.90735 -1.19 0.54 -3.35
C -0.35603 -0.36449 -1.32088 -2.10 2.19 2.53
C 0.53614 -1.35882 -1.65560 -3.32 0.96 -1.56
C 1.52542 -1.09958 -0.74295 1.48 -2.89 -0.07
H -0.84385 0.90530 3.27898 2.79 -1.09 -5.52
H 0.72560 0.14393 1.93486 -2.14 0.78 1.07
H -1.48779 2.09995 -0.52416 0.05 -0.49 0.01
H -1.29888 0.12915 -1.48594 -0.49 -1.05 -1.29
H 0.19242 -2.16347 -2.36352 1.40 1.05 0.69
H 2.26507 -1.83908 -0.58195 1.31 0.19 0.43
N -0.26106 0.59359 2.08381 -0.89 0.57 4.79
N -1.60235 1.85732 0.45285 1.52 -0.94 2.24
N 0.10911 0.24268 -0.10960 -7.79 2.81 -4.50
N 1.17677 -0.20422 0.12676 9.36 -2.63 4.52
```
Positions in Å, forces in eV/Å.

Summary:
ΔE to the lowest compared entry with this formula, charge and spin in kcal/mol: 107.4
HOMO level in Eh: -0.335
Calculated total energy in Eh: -374.89027
Kohn-Sham gap in eV: 9.5

=====

Question: What is the formula in the second record?
Answer: C3H7N2P